1.
15
Properties=species:S:1:pos:R:3:forces:R:3 method="wB97M-V/def2-TZVPD" charge=0 relative_energy_kj_mol=107.50
C -2.3225 -0.1694 0.1723 0.07 0.36 0.74
C -0.9208 -0.0679 -0.3635 -0.24 0.31 0.53
C -0.3955 1.1798 -0.6268 0.08 0.24 0.16
N 0.9437 1.1131 -0.3720 0.35 -0.16 -0.35
C 1.2858 -0.1588 -0.0151 -0.15 -0.08 -0.25
N 2.6404 -0.4518 0.2413 0.11 -0.15 0.02
C 0.1424 -0.9251 -0.0244 0.32 -0.12 0.26
H -3.0539 -0.2536 -0.6662 0.01 1.19 0.94
H -2.5686 -1.0593 0.7820 0.73 0.21 -0.28
H -2.1924 0.7113 0.9497 -1.98 -1.48 -1.74
H -0.8737 2.1432 -0.8119 0.09 -0.50 0.12
H 1.6170 1.8570 -0.4424 -0.01 -0.08 -0.16
H 2.7546 -0.7077 1.2120 0.17 -0.03 0.09
H 2.9137 -1.2479 -0.3179 0.23 -0.03 0.01
H 0.0298 -1.9629 0.2830 0.21 0.31 -0.08



2.
70
Properties=species:S:1:pos:R:3:forces:R:3 method="wB97M-V/def2-TZVPD" charge=+1
Sc -0.3917 0.1619 -0.2798 -0.67 0.08 -0.07
C -1.0866 1.3050 -4.8399 0.01 -0.04 0.00
O -0.4218 0.0404 -4.9019 -0.03 0.05 0.01
C 0.8428 0.0476 -4.3812 0.13 -0.05 -0.05
C 1.9262 -0.1445 -5.2236 -0.05 0.00 0.01
C 3.2206 -0.2112 -4.7192 0.02 0.00 0.04
C 3.4262 -0.0794 -3.3599 0.00 -0.02 -0.08
C 2.3509 0.0966 -2.4829 0.16 0.03 0.11
C 2.6557 0.2401 -1.0605 -0.07 0.00 -0.15
N 1.7808 0.3198 -0.1295 0.55 -0.03 0.11
N 2.2920 0.5648 1.1535 -0.14 -0.07 -0.26
C 1.3035 0.5907 1.9985 -0.04 0.13 0.33
O 0.0608 0.3738 1.6703 0.13 -0.01 -0.17
C 1.5726 0.9296 3.4180 -0.01 -0.09 -0.09
C 2.8660 1.1904 3.8649 0.00 0.01 -0.02
C 3.0818 1.5253 5.1904 0.00 0.00 -0.01
C 2.0113 1.6030 6.0735 0.02 0.01 0.04
C 0.7229 1.3410 5.6323 -0.02 -0.02 -0.06
C 0.5018 1.0015 4.3048 0.08 0.01 0.06
C 1.0369 0.1596 -2.9927 -0.14 0.02 0.20
O -0.0123 0.2841 -2.1906 0.16 0.02 -0.28
H -2.0678 1.1617 -5.2843 0.00 -0.02 -0.01
H -0.5326 2.0488 -5.4178 -0.01 0.01 0.01
H -1.1963 1.6374 -3.8072 0.00 0.02 0.00
H 1.7305 -0.2428 -6.2839 0.01 0.00 0.00
H 4.0577 -0.3559 -5.3874 0.00 0.00 -0.01
H 4.4307 -0.1199 -2.9563 0.00 0.00 0.01
H 3.7037 0.3196 -0.7751 0.01 0.00 -0.02
H 3.6867 1.1281 3.1635 0.00 0.01 0.02
H 4.0865 1.7259 5.5381 0.00 0.00 0.01
H 2.1838 1.8659 7.1091 0.01 0.00 0.00
H -0.1091 1.3958 6.3221 0.00 0.00 0.00
H -0.4922 0.7816 3.9421 -0.03 0.01 0.01
Se -2.0927 2.8645 1.7475 -0.02 -0.20 -0.15
Se -3.5071 2.4313 -0.0429 0.13 0.12 0.09
C -3.7512 0.5275 0.0263 -0.11 -0.15 -0.05
C -5.0603 0.1235 0.2398 -0.03 -0.06 -0.01
C -5.3941 -1.2149 0.0958 -0.05 0.05 0.02
C -4.4026 -2.1042 -0.2612 0.10 -0.01 -0.03
C -3.1139 -1.6253 -0.4239 0.02 -0.02 0.01
N -2.7689 -0.3398 -0.2771 -0.02 0.22 0.08
C -0.5578 3.3668 0.7003 0.01 0.08 0.06
C 0.0370 4.5806 1.0018 0.05 0.03 -0.03
C 1.0875 5.0176 0.2102 -0.02 0.02 0.04
C 1.4653 4.2518 -0.8780 -0.01 -0.06 -0.03
C 0.8225 3.0459 -1.0930 0.05 0.06 0.02
N -0.1474 2.5822 -0.2971 -0.16 -0.11 0.10
H -5.8074 0.8559 0.5081 0.01 0.02 0.00
H -6.4122 -1.5454 0.2532 0.00 0.00 0.00
H -4.6049 -3.1548 -0.4118 0.00 0.00 0.00
H -2.3144 -2.2949 -0.6972 -0.05 -0.04 0.00
H -0.3352 5.1811 1.8196 -0.01 -0.01 0.01
H 1.5765 5.9584 0.4251 0.00 0.00 -0.01
H 2.2495 4.5692 -1.5500 0.00 0.00 0.00
H 1.1020 2.4105 -1.9202 0.00 0.01 -0.02
C -1.9743 -4.8676 2.3372 -0.03 -0.02 -0.03
C -0.5060 -4.4536 2.2595 0.14 0.03 -0.03
C -0.1906 -3.7635 0.9695 0.00 0.14 0.21
N -0.3608 -2.5076 0.7786 0.06 -0.07 -0.22
N -0.0591 -2.0998 -0.5117 -0.16 -0.04 0.44
C 0.3238 -3.0919 -1.2814 0.17 0.16 -0.16
N 0.6307 -2.9757 -2.5792 -0.04 -0.02 0.05
S 0.3929 -4.5982 -0.4430 -0.07 -0.18 -0.04
H -2.1770 -5.3803 3.2760 0.01 0.01 0.01
H -2.2384 -5.5433 1.5219 0.00 0.00 0.01
H -2.6191 -3.9904 2.2796 0.00 0.00 0.00
H 0.1477 -5.3187 2.3793 -0.02 -0.02 -0.01
H -0.2585 -3.7518 3.0563 -0.04 -0.01 0.02
H 0.6226 -2.0703 -3.0253 0.01 0.02 0.01
H 0.9740 -3.7611 -3.1000 0.00 0.00 -0.02



3.
37
Properties=species:S:1:pos:R:3:forces:R:3 method="wB97M-V/def2-TZVPD" charge=-1 relative_energy_kj_mol=0.00
In 0.8863 -0.8626 -0.1056 -1.28 0.42 -1.50
Cl 0.7746 -3.1448 -0.7855 0.08 -1.38 0.41
Cl 2.1616 0.8507 1.1405 0.33 0.34 1.22
C 1.8848 -0.2079 -1.8257 -0.68 1.09 -1.19
H 2.5686 0.6083 -1.5573 -0.04 -0.37 -0.34
H 2.3655 -1.0655 -2.3088 0.23 0.36 0.05
C -0.5814 0.5370 -2.0703 -1.52 -1.47 3.90
C 0.6548 0.2879 -2.7094 3.16 -0.46 -1.82
H -0.5879 0.9800 -1.0529 0.14 0.56 -0.84
C 0.5344 -0.7163 -3.9058 -0.12 0.35 0.56
H 0.9520 1.2460 -3.1930 0.63 0.15 -0.40
C -0.6627 -0.4125 -4.8105 0.27 -0.16 0.08
H 1.4854 -0.6578 -4.4612 -0.26 -0.18 0.02
H 0.4268 -1.7261 -3.4753 0.06 0.19 -0.14
C -1.9479 -0.3157 -3.9994 0.05 0.10 0.24
H -0.5064 0.5541 -5.2987 0.09 0.06 -0.14
H -0.7263 -1.1786 -5.5938 -0.11 0.11 -0.02
C -1.7634 0.7638 -2.9056 -0.51 -0.25 -0.49
H -2.7969 -0.0690 -4.6481 0.00 0.05 -0.05
H -2.1501 -1.2910 -3.5443 -0.03 0.09 0.16
H -1.6112 1.7136 -3.4607 -0.42 0.27 -0.19
H -2.6710 0.8379 -2.2940 0.09 0.17 -0.15
S -1.1815 -0.9441 1.4322 0.45 -0.05 1.01
C -0.5230 -0.4831 2.9621 -0.04 -0.34 -0.51
N -1.3021 0.2170 3.7955 -0.38 0.16 0.26
C -0.8385 0.6819 5.0958 -0.27 -0.27 -0.17
C 0.6048 1.1202 4.9633 0.12 0.38 -0.15
C 1.4507 0.0057 4.3854 0.24 -0.62 0.13
N 0.7218 -0.7697 3.3745 -0.31 0.09 -0.13
H -2.2867 0.2461 3.5503 0.47 0.21 0.02
H -0.9217 -0.1259 5.8356 -0.01 0.10 0.02
H -1.4856 1.5068 5.3990 0.09 -0.07 0.07
H 0.9976 1.3972 5.9424 0.02 0.03 -0.03
H 0.6718 1.9990 4.3132 -0.12 -0.12 0.04
H 1.7482 -0.6913 5.1795 0.00 0.11 -0.05
H 2.3573 0.3998 3.9139 -0.20 -0.01 0.01
H 1.2973 -1.2912 2.7227 -0.19 0.34 0.10



Result set for lowest unoccupied orbital energy: 1.04; -3.11; 2.20 eV, one per record in the order listed.
Result set for orbital gap: 0.323; 0.265; 0.131 Eh, one per record in the order listed.